No. 1
A structure of composition C54H51BCsGeN8S6Si in a non-equilibrium geometry. Source: the Open Molecules 2025 dataset; level of theory: ωB97M-V/def2-TZVPD.

CARTESIAN COORDINATES (ANGSTROEM)
Cs: 0.335 0.207 1.213
C: 2.932 -4.338 1.394
C: 2.678 -3.044 0.937
N: 1.820 -2.431 1.737
N: 1.496 -3.301 2.701
C: 2.155 -4.458 2.524
B: 0.505 -2.870 3.791
N: -0.920 -2.769 3.209
C: -2.080 -2.996 3.855
C: -3.110 -2.815 2.959
C: -2.468 -2.465 1.768
N: -1.157 -2.439 1.939
N: 0.995 -1.499 4.286
C: 2.184 -1.309 4.883
C: 2.349 0.042 5.084
C: 1.182 0.601 4.558
N: 0.383 -0.337 4.083
N: 0.479 -3.815 4.998
C: 0.170 -3.448 6.262
C: 0.090 -4.586 7.032
C: 0.371 -5.620 6.131
N: 0.596 -5.143 4.922
H: 3.590 -5.068 0.967
H: 3.079 -2.541 0.075
H: 2.039 -5.275 3.206
H: -2.121 -3.278 4.890
H: -4.164 -2.926 3.130
H: -2.908 -2.256 0.807
H: 2.826 -2.132 5.135
H: 3.181 0.546 5.536
H: 0.895 1.638 4.530
H: 0.031 -2.421 6.537
H: -0.147 -4.659 8.075
H: 0.417 -6.676 6.320
C: 1.485 4.900 4.363
S: 0.640 5.277 2.792
C: -1.030 4.964 3.234
C: -1.880 4.232 2.463
S: -1.499 3.422 1.041
S: -3.556 4.216 3.067
C: -3.325 5.233 4.460
S: -4.524 5.631 5.505
S: -1.695 5.795 4.634
H: 2.540 5.077 4.182
H: 1.318 3.862 4.627
H: 1.116 5.563 5.139
C: 4.678 2.800 1.782
S: 3.311 1.616 1.647
C: 4.210 0.108 2.059
H: 5.478 2.506 1.108
H: 5.036 2.831 2.808
H: 4.285 3.768 1.492
H: 4.544 0.153 3.093
H: 5.055 -0.005 1.384
H: 3.522 -0.721 1.930
C: 6.297 -1.046 -2.097
C: 5.458 -1.998 -2.648
C: 4.092 -1.783 -2.679
C: 3.533 -0.623 -2.159
C: 4.390 0.325 -1.609
C: 5.758 0.123 -1.584
Ge: 1.561 -0.248 -2.286
C: 1.669 1.166 -3.718
C: 2.833 1.822 -4.101
C: 2.811 2.817 -5.061
C: 1.618 3.170 -5.670
C: 0.455 2.503 -5.321
C: 0.483 1.522 -4.349
C: 1.057 -1.853 -3.427
C: 0.931 -3.085 -2.791
C: 0.615 -4.232 -3.495
C: 0.395 -4.166 -4.861
C: 0.508 -2.949 -5.510
C: 0.841 -1.809 -4.799
H: 7.365 -1.210 -2.075
H: 5.870 -2.909 -3.059
H: 3.449 -2.533 -3.118
H: 3.973 1.238 -1.199
H: 6.417 0.876 -1.171
H: 3.782 1.554 -3.655
H: 3.736 3.310 -5.337
H: 1.591 3.960 -6.411
H: -0.476 2.749 -5.814
H: -0.433 1.008 -4.070
H: 1.093 -3.144 -1.721
H: 0.537 -5.182 -2.984
H: 0.134 -5.057 -5.415
H: 0.338 -2.895 -6.577
H: 0.940 -0.868 -5.324
C: -6.148 2.800 1.451
C: -6.046 3.236 0.141
C: -5.111 2.671 -0.705
C: -4.256 1.660 -0.260
C: -4.393 1.210 1.053
C: -5.329 1.776 1.900
Si: -2.929 1.015 -1.451
C: -3.394 -0.692 -2.155
C: -4.753 -1.014 -2.206
C: -5.183 -2.213 -2.741
C: -4.257 -3.124 -3.224
C: -2.905 -2.825 -3.175
C: -2.476 -1.619 -2.647
C: -2.548 2.338 -2.747
C: -1.858 3.507 -2.431
C: -1.720 4.516 -3.365
C: -2.285 4.385 -4.623
C: -2.957 3.219 -4.956
C: -3.079 2.202 -4.030
H: -6.850 3.269 2.124
H: -6.685 4.029 -0.221
H: -5.033 3.024 -1.724
H: -3.740 0.430 1.421
H: -5.398 1.436 2.924
H: -5.480 -0.309 -1.828
H: -6.241 -2.434 -2.779
H: -4.595 -4.063 -3.635
H: -2.178 -3.533 -3.548
H: -1.416 -1.409 -2.617
H: -1.452 3.634 -1.441
H: -1.166 5.407 -3.106
H: -2.196 5.184 -5.347
H: -3.375 3.094 -5.947
H: -3.603 1.294 -4.291

**Net charge**: -1
**Energy**: -7327.02842 Ha

=====

No. 2
A structure of composition C54H51N2O5P2RhSi2 in a non-equilibrium geometry. Source: the Open Molecules 2025 dataset; level of theory: ωB97M-V/def2-TZVPD.

CARTESIAN COORDINATES (ANGSTROEM)
Rh: 0.651 -0.437 -0.480
C: 2.679 2.528 -1.132
Si: 2.048 1.282 0.136
C: 1.167 2.522 1.287
C: 3.562 0.463 0.934
C: 4.517 1.237 1.596
C: 5.682 0.672 2.099
C: 5.908 -0.688 1.935
C: 4.960 -1.470 1.285
C: 3.781 -0.918 0.780
Si: 2.423 -1.977 -0.040
C: 2.980 -2.989 -1.553
C: 2.218 -3.535 1.054
H: 3.080 3.356 -0.536
H: 1.870 2.941 -1.735
H: 3.459 2.172 -1.793
H: 1.166 3.493 0.789
H: 1.710 2.622 2.229
H: 0.125 2.275 1.509
H: 4.358 2.306 1.719
H: 6.409 1.288 2.615
H: 6.814 -1.140 2.322
H: 5.153 -2.533 1.172
H: 3.968 -3.407 -1.324
H: 3.027 -2.508 -2.520
H: 2.303 -3.841 -1.651
H: 3.149 -3.678 1.611
H: 2.093 -4.388 0.386
H: 1.398 -3.587 1.756
C: -5.081 2.670 3.319
C: -4.851 1.409 2.469
C: -6.126 0.549 2.471
C: -3.698 0.609 3.063
C: -3.668 0.279 4.411
C: -2.618 -0.442 4.952
C: -1.556 -0.827 4.151
C: -1.544 -0.528 2.790
P: -0.160 -1.121 1.693
C: -0.853 -2.764 1.291
C: -1.407 -3.619 2.243
C: -1.991 -4.814 1.855
C: -2.053 -5.158 0.511
C: -1.519 -4.309 -0.446
C: -0.919 -3.120 -0.054
C: 1.096 -1.175 3.052
C: 1.665 -2.257 3.712
C: 2.595 -2.060 4.726
C: 2.958 -0.782 5.114
C: 2.356 0.307 4.498
C: 1.432 0.105 3.489
C: -2.638 0.161 2.280
O: -2.613 0.341 0.935
C: -3.407 1.311 0.384
C: -3.016 1.721 -0.881
C: -3.823 2.631 -1.553
C: -4.968 3.122 -0.950
C: -5.297 2.730 0.339
C: -4.516 1.822 1.045
P: -1.467 1.021 -1.584
C: -0.785 2.594 -2.245
C: -0.170 2.707 -3.489
C: 0.371 3.920 -3.900
C: 0.326 5.029 -3.070
C: -0.260 4.919 -1.816
C: -0.813 3.715 -1.410
C: -2.228 0.089 -2.958
C: -2.417 0.531 -4.261
C: -3.048 -0.286 -5.190
C: -3.504 -1.544 -4.827
C: -3.337 -1.985 -3.521
C: -2.699 -1.174 -2.597
H: -5.337 2.409 4.346
H: -5.905 3.261 2.919
H: -4.187 3.293 3.334
H: -6.382 0.246 3.488
H: -5.989 -0.349 1.869
H: -6.965 1.113 2.060
H: -4.484 0.586 5.054
H: -2.617 -0.693 6.005
H: -0.726 -1.354 4.600
H: -1.383 -3.352 3.291
H: -2.406 -5.476 2.604
H: -2.520 -6.088 0.211
H: -1.564 -4.563 -1.497
H: -0.499 -2.481 -0.828
H: 1.394 -3.273 3.470
H: 3.034 -2.923 5.211
H: 3.688 -0.634 5.899
H: 2.601 1.316 4.804
H: 0.950 0.960 3.045
H: -3.545 2.961 -2.547
H: -5.601 3.823 -1.478
H: -6.186 3.140 0.801
H: -0.092 1.852 -4.143
H: 0.840 3.983 -4.873
H: 0.750 5.972 -3.393
H: -0.293 5.774 -1.152
H: -1.276 3.653 -0.432
H: -2.077 1.510 -4.566
H: -3.175 0.064 -6.206
H: -3.987 -2.179 -5.558
H: -3.697 -2.963 -3.224
H: -2.568 -1.525 -1.578
O: 4.833 -0.519 -6.547
C: 3.947 -1.071 -5.673
O: 3.171 -1.899 -6.040
C: 4.099 -0.613 -4.269
C: 5.277 -0.560 -3.558
N: 4.943 -0.249 -2.290
N: 3.629 -0.095 -2.134
C: 3.094 -0.314 -3.314
C: 1.620 -0.168 -3.538
O: 1.268 0.115 -4.671
O: 0.800 -0.361 -2.551
H: 5.284 0.219 -6.120
H: 6.296 -0.763 -3.846
H: 5.535 -0.172 -1.477

**Net charge**: 0
**ΔE to the lowest compared entry with this formula, charge and spin**: 0.464 eV
**Energy**: -3946.44855 Ha

=====

No. 3
A structure of composition C54H52N10O4Y. Source: the Open Molecules 2025 dataset; level of theory: ωB97M-V/def2-TZVPD.

CARTESIAN COORDINATES (ANGSTROEM)
Y: 0.723 -1.106 0.333
O: -6.312 -3.147 -0.889
C: -5.843 -3.010 0.253
O: -6.388 -2.992 1.368
C: -4.305 -2.813 0.290
C: -3.636 -2.638 1.489
C: -2.269 -2.396 1.489
N: -1.568 -2.285 0.350
C: -2.196 -2.533 -0.807
C: -3.555 -2.803 -0.872
C: -1.338 -2.578 -2.025
C: -1.840 -2.988 -3.257
C: -0.967 -3.164 -4.315
C: 0.386 -2.952 -4.111
C: 0.798 -2.511 -2.866
N: -0.042 -2.291 -1.856
C: -1.499 -2.303 2.764
C: -2.112 -2.471 4.003
C: -1.340 -2.398 5.150
C: 0.018 -2.156 5.032
C: 0.546 -1.994 3.762
N: -0.189 -2.069 2.658
H: -4.231 -2.700 2.388
H: -4.087 -2.982 -1.794
H: -2.892 -3.196 -3.381
H: -1.340 -3.491 -5.277
H: 1.114 -3.119 -4.891
H: 1.842 -2.327 -2.656
H: -3.171 -2.666 4.076
H: -1.799 -2.530 6.122
H: 0.661 -2.085 5.897
H: 1.592 -1.765 3.613
N: 2.713 2.752 0.417
C: 3.592 2.778 1.588
C: 3.829 1.370 2.110
C: 2.535 0.678 2.533
O: 1.942 1.086 3.532
O: 2.174 -0.328 1.823
H: 2.914 1.942 -0.167
H: 2.848 3.578 -0.153
H: 3.119 3.375 2.372
H: 4.568 3.230 1.370
H: 4.474 1.423 2.989
H: 4.329 0.776 1.344
C: 1.492 3.783 -2.931
C: 0.743 3.600 -4.218
C: 1.135 4.270 -5.373
C: 0.453 4.117 -6.571
C: -0.647 3.276 -6.636
C: -1.045 2.586 -5.502
C: -0.363 2.744 -4.301
N: -0.827 2.049 -3.155
C: -0.090 1.156 -2.399
N: 0.954 0.613 -3.085
C: 2.247 0.238 -2.594
C: 2.397 -0.298 -1.316
C: 3.715 -0.660 -0.991
C: 4.785 -0.530 -1.867
C: 4.565 -0.014 -3.135
C: 3.292 0.381 -3.524
C: 3.065 0.901 -4.922
N: -0.425 0.846 -1.184
C: -1.364 1.756 -0.597
C: -0.854 2.824 0.147
C: -1.700 3.709 0.786
C: -3.080 3.537 0.695
C: -3.583 2.480 -0.039
C: -2.743 1.576 -0.698
C: -3.352 0.445 -1.479
H: 2.077 4.701 -2.960
H: 2.178 2.949 -2.751
H: 0.809 3.826 -2.083
H: 1.990 4.934 -5.323
H: 0.780 4.656 -7.450
H: -1.187 3.149 -7.565
H: -1.890 1.909 -5.532
H: -1.738 2.288 -2.796
H: 0.934 0.843 -4.066
H: 3.902 -1.103 -0.017
H: 5.779 -0.848 -1.575
H: 5.384 0.083 -3.840
H: 4.008 0.940 -5.467
H: 2.636 1.907 -4.935
H: 2.390 0.255 -5.495
H: 0.222 2.893 0.268
H: -1.286 4.523 1.369
H: -3.754 4.224 1.192
H: -4.655 2.337 -0.116
H: -3.781 -0.303 -0.811
H: -2.613 -0.055 -2.105
H: -4.163 0.803 -2.117
N: 4.737 -7.908 1.333
C: 4.136 -6.940 1.165
C: 3.388 -5.734 0.954
C: 3.682 -4.583 1.684
C: 2.951 -3.427 1.461
C: 1.903 -3.328 0.523
C: 1.652 -4.519 -0.180
C: 2.360 -5.697 0.014
H: 4.482 -4.606 2.416
H: 3.228 -2.550 2.040
H: 0.853 -4.553 -0.917
H: 2.124 -6.589 -0.554
N: -0.577 0.475 1.737
C: -1.030 0.998 2.658
N: -1.531 1.598 3.704
C: -2.972 1.802 3.823
C: -3.448 1.286 5.173
C: -2.624 1.896 6.306
C: -1.133 1.632 6.102
C: -0.666 2.145 4.747
H: -3.462 1.288 2.996
H: -3.185 2.873 3.721
H: -3.345 0.198 5.188
H: -4.508 1.519 5.294
H: -2.952 1.495 7.267
H: -2.798 2.978 6.338
H: -0.936 0.557 6.152
H: -0.544 2.110 6.887
H: 0.358 1.847 4.522
H: -0.735 3.240 4.712

**Net charge**: -1
**ΔE to the lowest compared entry with this formula, charge and spin**: 0.045 eV
**Energy**: -2976.11523 Ha

=====

No. 4
A structure of composition C54H52O11P2Pd in a non-equilibrium geometry. Source: the Open Molecules 2025 dataset; level of theory: ωB97M-V/def2-TZVPD.

CARTESIAN COORDINATES (ANGSTROEM)
C: -6.373 0.112 -3.236
C: -5.828 1.310 -2.510
O: -4.619 1.711 -3.204
C: -3.886 2.596 -2.497
C: -2.653 3.026 -3.209
C: -2.067 2.195 -4.256
C: -0.922 2.748 -5.067
O: -2.463 1.036 -4.472
C: -1.914 4.141 -2.623
O: -0.719 4.397 -2.846
O: -2.594 4.882 -1.741
C: -1.795 5.989 -1.255
C: -2.597 6.595 -0.147
O: -4.199 2.933 -1.361
H: -7.321 -0.217 -2.782
H: -6.562 0.348 -4.287
H: -5.669 -0.724 -3.177
H: -6.528 2.155 -2.534
H: -5.594 1.075 -1.466
H: -0.439 3.588 -4.557
H: -0.195 1.944 -5.233
H: -1.298 3.081 -6.046
H: -0.822 5.628 -0.900
H: -1.630 6.694 -2.082
H: -2.082 7.482 0.256
H: -3.581 6.905 -0.509
H: -2.721 5.879 0.670
C: 3.400 -4.656 1.463
C: 4.345 -3.996 0.672
C: 4.526 -2.614 0.811
C: 3.668 -1.925 1.663
O: 3.564 -0.510 1.578
P: 2.859 0.366 0.398
O: 3.312 1.897 0.743
C: 4.024 2.411 1.840
C: 5.190 3.137 1.590
C: 6.010 3.461 2.678
C: 5.623 3.102 3.972
C: 4.396 2.479 4.207
C: 3.560 2.164 3.132
O: 3.801 -0.033 -0.882
C: 4.431 0.850 -1.773
C: 5.695 0.485 -2.241
C: 6.387 1.386 -3.060
C: 5.811 2.620 -3.377
C: 4.532 2.954 -2.927
C: 3.816 2.044 -2.140
Pd: 0.589 0.061 0.098
P: -0.540 -1.296 1.563
O: -0.232 -2.903 1.657
C: -0.754 -3.922 2.502
C: -1.176 -5.096 1.889
C: -1.842 -6.049 2.668
C: -2.070 -5.806 4.025
C: -1.618 -4.629 4.621
C: -0.867 -3.714 3.873
O: -0.452 -0.765 3.106
C: -1.479 -0.121 3.826
C: -1.796 -0.644 5.077
C: -2.994 -0.239 5.674
C: -3.804 0.704 5.039
C: -3.418 1.278 3.825
C: -2.208 0.905 3.232
O: -2.146 -1.273 1.294
C: -2.948 -2.288 0.751
C: -4.056 -2.645 1.515
C: -4.772 -3.780 1.131
C: -4.398 -4.484 -0.013
C: -3.334 -4.056 -0.807
C: -2.595 -2.927 -0.436
C: -0.256 -0.060 -1.928
C: 0.724 -0.667 -2.840
C: 0.927 -2.061 -2.833
C: 1.793 -2.645 -3.756
C: 2.531 -1.834 -4.626
C: 2.432 -0.440 -4.544
C: 1.511 0.144 -3.674
C: -0.247 1.303 -1.538
C: -1.027 1.646 -0.429
C: 2.805 -2.582 2.540
C: 2.643 -3.963 2.409
H: 3.269 -5.737 1.353
H: 4.946 -4.540 -0.063
H: 5.291 -2.083 0.244
H: 5.439 3.442 0.569
H: 6.945 3.995 2.503
H: 6.276 3.332 4.813
H: 4.066 2.218 5.218
H: 2.563 1.741 3.278
H: 6.109 -0.486 -1.965
H: 7.369 1.107 -3.448
H: 6.356 3.335 -3.999
H: 4.062 3.914 -3.167
H: 2.786 2.253 -1.836
H: -0.995 -5.242 0.823
H: -2.182 -6.980 2.207
H: -2.617 -6.529 4.634
H: -1.822 -4.391 5.667
H: -0.377 -2.860 4.332
H: -1.127 -1.363 5.550
H: -3.274 -0.668 6.639
H: -4.743 1.017 5.500
H: -4.039 2.024 3.321
H: -1.837 1.387 2.325
H: -4.321 -2.034 2.382
H: -5.625 -4.087 1.734
H: -4.952 -5.379 -0.297
H: -3.056 -4.587 -1.723
H: -1.770 -2.546 -1.047
H: -1.211 -0.598 -1.808
H: 0.418 -2.658 -2.070
H: 1.898 -3.733 -3.788
H: 3.215 -2.284 -5.350
H: 3.076 0.211 -5.140
H: 1.420 1.230 -3.600
H: 0.332 2.038 -2.091
H: -2.017 1.179 -0.329
H: -0.857 2.573 0.123
H: 2.245 -2.014 3.286
H: 1.928 -4.483 3.055

**Net charge**: 0
**Energy**: -3727.20267 Ha

=====

Q: The lowest energy belongs to which entry?
A: C54H51BCsGeN8S6Si

=====

Q: Which value of net charge does entry 1 give?
A: -1

=====

Q: What is the net charge in the fourth record?
A: 0

=====

Q: Look up the energy of the first one.
A: -7327.02842 Ha